The following is a quantum chemistry calculation of the molecule C4H2N4, from the OMol25 dataset.

Element x y z (Å)
H 1.62168 1.02794 0.99307
N 1.77715 -0.00151 0.91747
C 0.65932 -0.37598 0.28575
N 0.07491 -1.64579 0.28061
C -1.08158 -1.54031 -0.27151
N -1.50617 -0.19340 -0.50898
C -0.44663 0.42611 -0.21100
C -0.17615 1.91340 -0.38106
N 0.74226 2.85313 -0.51615
H -1.66480 -2.46359 -0.58821

## Properties
Frontier orbital gap (eV): 8.5
LUMO level (eV): -2.56
SMILES: [H]/N=C1/N=CN=C1C#N
HOMO level (eV): -11.092

Here is what Mulliken gives for the atomic charges, in e: H 0.290; N -0.526; C 0.540; N -0.461; C -0.020; N -0.567; C 0.724; C 0.083; N -0.414; H 0.350

The following is a quantum chemistry calculation of a cluster of 3 separate species, C4H2N4O5 in total, from the OMol25 dataset.

Element x y z (Å)
C -0.73246 0.87766 -0.17864
C -0.26761 -3.04039 1.51437
C 4.17156 -2.25078 -0.95794
C 4.18432 1.47653 -0.09500
N 0.95955 2.38992 0.47983
N -0.20619 -1.42166 -0.19001
N 0.44453 1.51768 -0.03638
N -0.14650 -2.29526 0.58533
O 5.05072 -1.60284 -0.59171
O 4.09755 0.96380 0.93710
O 3.29668 -2.93440 -1.21431
O 4.12266 1.99164 -1.13150
O -0.61529 -0.20086 0.57772
H -1.19064 1.25388 -1.03431
H 0.34210 -3.90983 1.77571

## Properties
Frontier orbital gap (alpha / beta) (eV): 7.4 / 7.4
LUMO level (alpha / beta) (eV): -0.85 / -0.85
HOMO level (alpha / beta) (eV): -8.281 / -8.282

Here is what Mulliken gives for the atomic charges, in e: C -0.015; C -0.140; C 0.710; C 0.740; N -0.430; N -0.735; N 0.399; N 0.538; O -0.378; O -0.365; O -0.340; O -0.378; O -0.315; H 0.419; H 0.290

The following is a quantum chemistry calculation of a cluster of 2 separate species, C4H2NO2S in total, from the OMol25 dataset.

Element x y z (Å)
C 0.08633 -0.67773 -0.35993
C -2.02522 0.47944 -0.01844
C 2.82941 0.33081 0.27512
C -1.26080 -0.79367 0.03107
N 1.11619 -0.21924 -0.64837
O 2.74208 1.48800 0.17113
O 3.40131 -0.67102 0.52136
S -3.62472 0.41485 0.30382
H -1.41200 1.31729 -0.24920
H -1.85257 -1.66873 -0.02656

## Properties
Frontier orbital gap (eV): 7.4
LUMO level (eV): 3.64
HOMO level (eV): -3.720
Total charge: -1

Here is what Mulliken gives for the atomic charges, in e: C 0.603; C -0.248; C 0.758; C -0.871; N -0.503; O -0.442; O -0.476; S -0.457; H 0.321; H 0.314

Number 1: energy -372.509420 Eh. Number 2: energy -748.622584 Eh. Number 3: energy -757.096658 Eh.